[1]
69
Properties=species:S:1:pos:R:3:lowdin_charge:R:1 method="wB97M-V/def2-TZVPD" smiles="C[C@H]1COC(=O)O1.C[C@H]1COC(=O)O1.C[C@H]1COC(=O)O1.c1cc[nH]c1.c1cc[nH]c1.c1cc[nH]c1" spin_multiplicity=1 e_tot_ha=-1775.7051 orbital_gap_ha=0.30273 molar_mass_da=507.5 total_charge=0 relative_energy_kcal_mol=39.1
C -26.612 18.901 27.248 -0.03
C -25.156 18.644 26.909 -0.30
C -24.796 19.303 25.552 -0.07
O -23.802 20.270 25.946 0.07
C -23.582 20.260 27.266 -0.57
O -22.779 20.909 27.846 0.16
O -24.419 19.383 27.844 0.07
H -26.887 18.717 28.292 0.08
H -27.488 18.497 26.733 0.09
H -26.812 19.978 27.184 0.07
H -24.869 17.591 26.936 0.15
H -25.591 19.899 25.103 0.09
H -24.422 18.670 24.748 0.13
C -26.355 17.035 22.414 -0.01
C -26.116 15.757 23.216 -0.34
C -27.336 15.189 23.942 -0.11
O -27.267 13.802 23.649 0.05
C -26.172 13.541 22.818 -0.52
O -25.853 12.466 22.493 0.21
O -25.762 14.733 22.322 0.08
H -25.813 16.981 21.466 0.09
H -26.112 17.973 22.901 0.05
H -27.369 16.945 22.010 0.09
H -25.285 15.869 23.926 0.15
H -28.277 15.568 23.542 0.13
H -27.253 15.480 24.991 0.13
C -19.905 23.596 28.299 -0.02
C -20.193 23.241 29.776 -0.32
C -20.199 21.736 30.031 -0.09
O -19.457 21.619 31.253 0.08
C -18.945 22.822 31.580 -0.58
O -18.359 23.049 32.587 0.17
O -19.127 23.709 30.588 0.09
H -20.688 23.168 27.672 0.08
H -18.977 23.095 28.021 0.09
H -19.840 24.675 28.196 0.08
H -21.103 23.809 29.983 0.15
H -19.685 21.180 29.242 0.13
H -21.199 21.306 29.951 0.11
C -24.972 21.815 23.096 -0.10
C -25.715 22.547 24.060 -0.10
C -26.950 21.989 24.098 -0.15
N -27.025 20.901 23.248 0.03
C -25.742 20.749 22.734 -0.17
H -24.005 22.162 22.769 0.10
H -25.265 23.372 24.584 0.10
H -27.831 22.295 24.645 0.10
H -27.773 20.280 23.022 0.14
H -25.518 19.991 21.999 0.10
C -27.815 23.536 27.983 -0.11
C -28.715 24.347 28.693 -0.12
C -28.712 23.940 30.018 -0.12
N -27.948 22.795 30.083 0.02
C -27.391 22.568 28.871 -0.15
H -27.694 23.639 26.917 0.08
H -29.257 25.254 28.470 0.09
H -29.297 24.167 30.895 0.10
H -27.796 22.124 30.831 0.08
H -26.833 21.661 28.699 0.09
C -26.882 21.614 33.235 -0.09
C -27.196 20.695 32.197 -0.17
C -26.051 20.342 31.542 -0.12
N -25.056 21.193 32.018 0.03
C -25.525 21.862 33.079 -0.14
H -27.530 22.228 33.836 0.09
H -28.221 20.383 32.053 0.10
H -25.833 19.692 30.712 0.10
H -24.183 21.364 31.554 0.15
H -24.944 22.553 33.671 0.11

***

[2]
64
Properties=species:S:1:pos:R:3:lowdin_charge:R:1 method="wB97M-V/def2-TZVPD" spin_multiplicity=1 e_tot_ha=-1357.8375 orbital_gap_ha=0.24551 molar_mass_da=423.6 total_charge=0 relative_energy_kcal_mol=533.4
C -5.419 -3.524 0.252 -0.07
H -6.219 -4.140 0.180 0.01
C -5.235 -2.635 -1.156 -0.32
C -4.032 -1.980 -1.308 -0.28
H -3.217 -2.809 -1.345 0.16
H -4.104 -1.594 -2.228 0.07
C -4.026 -0.962 -0.077 0.00
C -2.737 0.078 -0.641 -0.39
N -2.946 0.694 -1.916 0.07
N -2.079 1.605 -2.360 0.03
C -0.908 1.883 -2.184 -0.17
C -0.104 0.885 -1.574 0.01
C -0.365 -0.516 -0.872 -0.05
N 0.719 -0.895 -0.207 -0.02
C 1.819 -0.308 -0.740 -0.20
C 3.086 -0.584 -0.214 0.08
C 4.157 0.162 -0.784 -0.13
C 3.689 1.379 -1.525 -0.07
C 2.507 1.795 -1.948 0.02
C 1.400 0.875 -1.266 -0.04
H 2.078 2.536 -2.575 0.09
H 4.359 2.187 -1.857 0.11
C 5.520 0.169 -0.504 -0.32
N 5.779 -1.078 -0.005 0.10
N 7.141 -1.249 -0.168 -0.03
C 8.236 -0.514 0.290 -0.41
O 9.289 -1.094 0.547 0.03
C 7.737 1.070 0.240 -0.03
C 6.500 1.083 -0.633 -0.19
H 6.191 2.077 -0.553 0.10
H 6.990 1.147 -1.812 0.23
H 8.527 1.523 -0.063 0.04
H 7.371 1.187 1.299 0.15
H 7.309 -2.536 0.166 0.28
H 3.439 -1.468 0.248 0.10
C 0.688 -1.961 0.616 -0.39
C 0.731 -1.805 1.891 -0.25
H 0.672 -2.696 2.929 0.19
H 1.602 -1.227 2.304 0.07
H -0.259 -1.056 2.428 0.16
H 1.568 -2.886 0.470 0.21
H -0.426 -2.611 0.590 0.21
O -1.700 -0.888 -0.477 -0.07
H -3.912 0.737 -1.989 0.11
H -0.471 2.559 -2.799 0.08
C -2.351 1.030 0.596 -0.07
C -3.478 2.090 0.679 -0.20
C -3.124 3.120 1.728 -0.40
C -3.350 2.846 3.016 -0.23
H -4.491 2.384 3.335 0.16
H -2.598 2.049 3.285 0.09
H -3.219 3.615 3.772 0.07
H -2.061 3.718 1.426 0.19
H -3.889 4.010 1.650 0.14
H -4.429 1.706 0.955 0.10
H -3.548 2.779 -0.133 0.10
H -2.523 0.489 1.485 0.10
H -1.605 1.560 0.530 0.02
H -4.805 -0.118 -0.215 0.13
H -3.665 -1.283 1.039 0.18
H -5.420 -3.485 -2.060 0.16
H -6.188 -2.041 -1.087 0.11
H -4.563 -4.180 0.191 0.06
H -5.641 -2.898 1.138 0.07

***

[3]
69
Properties=species:S:1:pos:R:3:lowdin_charge:R:1 method="wB97M-V/def2-TZVPD" spin_multiplicity=1 e_tot_ha=-1980.2455 orbital_gap_ha=0.29114 molar_mass_da=516.5 total_charge=-2 relative_energy_kcal_mol=32.6
O -0.444 0.490 0.072 0.21
H -0.555 0.301 0.910 0.01
H -0.458 -0.156 -0.633 0.03
H 0.473 0.076 0.224 0.08
P 1.011 -2.211 -0.112 -0.04
O 0.167 -2.709 0.928 -0.29
O 1.678 -0.852 0.435 -0.36
O -0.021 -1.624 -1.122 -0.38
O 2.074 -3.053 -0.618 -0.31
N -1.306 -3.129 -2.723 0.01
C -2.112 -4.235 -2.525 -0.17
C -2.469 -4.808 -3.741 -0.10
C -1.797 -3.887 -4.805 -0.10
C -1.007 -3.021 -4.084 -0.16
H -0.838 -2.643 -1.843 0.09
H -2.436 -4.368 -1.490 0.10
H -3.095 -5.621 -4.043 0.04
H -1.837 -3.794 -5.839 0.03
H -0.455 -2.259 -4.496 0.07
N -2.133 1.733 2.444 -0.03
C -0.890 2.045 2.923 -0.15
C -0.709 3.345 2.572 -0.09
C -1.860 3.775 1.622 -0.09
C -2.724 2.675 1.606 -0.16
H -2.565 0.759 2.464 0.09
H -0.192 1.441 3.397 0.06
H 0.277 3.801 2.657 0.07
H -2.016 4.675 0.978 0.07
H -3.763 2.444 1.108 0.13
N 2.097 0.201 2.722 -0.03
C 1.764 -0.372 3.927 -0.17
C 2.086 0.596 4.965 -0.12
C 2.416 1.851 4.169 -0.17
C 2.336 1.532 2.846 -0.23
H 1.904 -0.366 1.650 0.10
H 1.374 -1.302 3.782 0.06
H 1.951 0.514 6.215 0.11
H 2.647 2.736 4.811 0.08
H 2.508 2.253 2.023 0.11
N -0.057 0.209 -2.828 -0.03
C 1.033 0.815 -3.407 -0.19
C 0.507 1.552 -4.471 -0.17
C -0.985 1.299 -4.595 -0.15
C -1.354 0.476 -3.502 -0.09
H 0.014 -0.581 -1.987 0.05
H 2.120 0.724 -3.123 0.12
H 1.295 1.991 -5.376 0.12
H -1.570 1.465 -5.530 0.07
H -2.230 0.095 -3.103 0.06
N -1.875 -1.460 1.866 0.00
C -2.727 -1.097 0.767 -0.05
C -3.882 -0.626 1.440 -0.10
C -3.717 -0.952 2.923 -0.08
C -2.431 -1.535 3.024 -0.15
H -1.007 -1.806 1.562 0.02
H -2.441 -1.129 -0.405 0.16
H -4.719 -0.255 1.134 0.01
H -4.481 -0.976 3.685 0.07
H -1.838 -1.746 3.762 0.07
N 3.321 0.795 -0.402 -0.01
C 4.634 0.768 0.045 -0.11
C 5.111 2.045 -0.348 -0.11
C 3.896 2.764 -0.946 -0.14
C 2.796 1.979 -0.974 -0.13
H 2.724 0.055 -0.207 0.00
H 5.143 -0.153 0.512 0.13
H 6.056 2.605 -0.479 0.06
H 3.814 3.780 -1.242 0.05
H 1.767 2.071 -1.171 0.09

***

[4]
95
Properties=species:S:1:pos:R:3:lowdin_charge:R:1 method="wB97M-V/def2-TZVPD" spin_multiplicity=2 e_tot_ha=-4591.5745 s_squared=0.756 orbital_gap_ha="0.28433 / 0.11866" molar_mass_da=962.6 total_charge=+2
Na -0.086 3.115 16.003 0.78
Na 2.738 3.990 18.204 0.75
Mg -0.646 12.779 17.283 1.02
O -0.254 5.417 15.137 0.07
C -0.602 6.479 14.618 -0.37
O -1.203 7.464 15.085 0.29
B -1.220 8.655 14.213 -0.78
O -0.611 8.100 12.956 0.26
C -0.134 6.942 13.201 -0.37
O 0.544 6.262 12.396 0.12
O -0.465 9.772 14.810 0.31
C -1.196 10.808 14.862 -0.29
O -0.988 11.825 15.555 0.03
C -2.626 10.482 14.247 -0.22
O -2.563 9.159 13.882 0.24
O -3.673 11.203 14.158 0.11
O -2.245 4.612 17.213 0.11
C -1.722 5.460 17.981 -0.33
O -2.299 6.575 18.360 0.27
B -1.234 7.427 18.949 -0.79
O -0.075 6.499 19.274 0.22
C -0.378 5.343 18.695 -0.36
O 0.254 4.317 18.755 0.10
O -1.766 8.069 20.172 0.24
C -1.634 9.374 20.061 -0.36
O -1.893 10.252 20.871 0.14
C -1.243 9.738 18.577 -0.25
O -0.827 8.560 18.040 0.22
O -1.129 10.880 18.141 0.06
N 4.256 9.121 19.382 -0.21
S 4.588 8.345 20.642 0.44
O 5.328 7.113 20.425 -0.28
O 3.695 8.445 21.829 -0.33
F 5.826 9.313 21.065 -0.20
S 2.821 8.211 19.176 0.63
O 1.617 8.931 19.671 -0.30
O 2.808 6.758 19.071 -0.29
F 2.712 8.567 17.618 -0.19
C 0.609 4.074 22.247 -0.05
C 1.739 3.092 21.970 -0.25
O 2.750 3.456 21.025 -0.15
C 3.490 4.601 21.441 -0.31
C 3.935 4.739 22.839 -0.07
H -0.020 3.512 22.937 0.09
H 0.935 4.977 22.762 0.04
H 0.028 4.452 21.406 0.06
H 2.120 2.702 22.914 0.12
H 1.203 2.265 21.504 0.12
H 4.463 4.607 20.951 0.12
H 3.004 5.542 21.183 0.09
H 3.158 5.157 23.478 0.06
H 4.740 5.472 22.897 0.09
H 4.238 3.736 23.141 0.10
O -0.393 13.187 19.280 0.00
C 0.199 12.929 20.341 -0.43
O 0.036 13.637 21.438 0.04
C -0.886 14.734 21.530 -0.18
C -2.258 14.201 21.853 -0.05
C 1.106 11.738 20.558 0.06
H -0.866 15.423 20.686 0.13
H -0.501 15.293 22.383 0.13
H -2.321 13.559 22.731 0.09
H -2.736 13.806 20.956 0.06
H -2.955 14.937 22.253 0.09
H 0.578 10.888 20.124 0.05
H 1.350 11.578 21.608 0.10
H 2.101 11.906 20.147 0.11
O 1.948 7.755 26.719 0.41
C 1.906 8.803 26.075 -0.37
O 1.460 8.866 24.814 0.08
C 0.871 7.702 24.119 -0.12
C 0.164 8.143 22.816 -0.01
C 2.545 10.024 26.653 0.11
H 0.188 7.273 24.852 0.13
H 1.656 6.972 23.919 0.11
H 0.002 7.307 22.136 0.08
H 0.811 8.793 22.228 0.07
H -0.714 8.751 23.034 0.09
H 3.312 10.437 25.998 0.14
H 3.041 9.932 27.619 0.12
H 1.708 10.571 27.088 0.13
O -2.495 13.350 17.421 0.01
C -3.536 13.715 16.881 -0.37
O -4.800 13.430 17.390 0.04
C -4.963 13.003 18.733 -0.19
C -4.737 11.480 18.941 -0.03
C -3.475 14.477 15.597 0.06
H -5.844 13.417 19.223 0.13
H -4.236 13.422 19.428 0.09
H -5.021 11.143 19.938 0.09
H -3.685 11.256 18.763 0.05
H -5.322 10.816 18.304 0.08
H -2.482 14.439 15.149 0.10
H -3.789 15.508 15.756 0.11
H -4.223 14.125 14.887 0.11